Density functional theory data (ωB97M-V/def2-TZVPD) for C23H32BN10STl as an isolated structure in a non-equilibrium geometry.

Last column: natural (NBO) charge in e.
CARTESIAN COORDINATES (ANGSTROEM)
Tl 0.492 0.444 -0.148  0.77
C 1.478 -4.463 1.433  -0.69
C 1.849 -3.082 0.959  0.19
N 1.525 -2.010 1.576  -0.17
N 0.770 -2.006 2.670  -0.44
C 0.674 -0.871 3.423  0.25
N -0.284 -0.908 4.389  -0.80
S 1.732 0.374 3.262  -0.16
C 2.571 -2.876 -0.299  0.16
C 3.062 -3.932 -1.072  -0.24
C 3.628 -3.652 -2.302  -0.17
C 3.720 -2.335 -2.721  -0.25
C 3.251 -1.348 -1.863  0.05
N 2.683 -1.608 -0.705  -0.41
H 1.431 -4.483 2.521  0.22
H 2.208 -5.202 1.123  0.23
H 0.504 -4.762 1.044  0.23
H 0.221 -2.823 2.945  0.37
H -1.112 -1.470 4.251  0.38
H -0.425 -0.047 4.891  0.42
H 2.993 -4.956 -0.740  0.21
H 3.991 -4.452 -2.928  0.22
H 4.136 -2.083 -3.684  0.22
H 3.312 -0.300 -2.127  0.20
C 0.797 3.028 -3.023  -0.63
C -0.627 2.688 -2.731  0.15
C -1.790 3.222 -3.288  -0.36
C -2.828 2.558 -2.657  0.19
C -4.284 2.750 -2.881  -0.64
N -2.286 1.682 -1.786  -0.32
N -0.951 1.762 -1.838  -0.36
B -3.030 0.717 -0.851  0.54
N -2.743 1.071 0.623  -0.33
N -1.576 1.606 1.019  -0.36
C -1.738 2.078 2.250  0.15
C -0.669 2.826 2.964  -0.63
C -3.040 1.807 2.681  -0.37
C -3.649 1.164 1.619  0.19
C -5.024 0.604 1.565  -0.64
N -2.606 -0.732 -1.175  -0.32
N -1.319 -1.095 -1.306  -0.37
C -1.298 -2.324 -1.812  0.15
C -0.038 -3.025 -2.181  -0.63
C -2.604 -2.781 -1.988  -0.37
C -3.411 -1.739 -1.568  0.19
C -4.897 -1.743 -1.498  -0.64
H 0.859 3.726 -3.854  0.22
H 1.348 2.123 -3.276  0.22
H 1.263 3.480 -2.148  0.22
H -1.869 3.983 -4.039  0.22
H -4.428 3.554 -3.599  0.22
H -4.787 3.015 -1.953  0.22
H -4.739 1.840 -3.269  0.22
H -4.192 0.819 -1.043  -0.05
H 0.165 3.001 2.289  0.23
H -0.304 2.266 3.825  0.22
H -1.051 3.784 3.318  0.22
H -3.479 2.050 3.628  0.21
H -5.622 1.014 2.376  0.22
H -4.992 -0.482 1.668  0.21
H -5.498 0.834 0.615  0.23
H 0.736 -2.290 -2.370  0.23
H -0.189 -3.629 -3.074  0.22
H 0.297 -3.687 -1.383  0.21
H -2.913 -3.730 -2.377  0.21
H -5.273 -2.593 -2.059  0.22
H -5.328 -0.838 -1.914  0.23
H -5.232 -1.834 -0.465  0.22

Cartesian forces (eV/Å) of the 2 atoms listed first:
Tl 0.29 0.29 0.01
C 0.00 0.27 -0.01

Properties
Orbital gap ... 0.28104 hartree
Molecular weight ... 695.84 g mol⁻¹
Lowest unoccupied orbital energy ... -0.008 eV
Total charge ... 0

***

Density functional theory data (ωB97M-V/def2-TZVPD) for C34H32FGeIrN5O3S as an isolated structure in a non-equilibrium geometry.

Last column: Mulliken spin population.
CARTESIAN COORDINATES (ANGSTROEM)
Ir 0.461 1.524 0.781  0.51
C 3.887 5.627 1.802  0.00
C 3.808 4.412 0.974  0.00
N 4.803 3.739 0.489  0.00
N 4.294 2.787 -0.297  -0.01
C 2.959 2.832 -0.314  0.01
S 1.851 1.972 -1.261  -0.03
N 2.625 3.866 0.512  -0.01
N 1.314 4.117 0.896  0.00
H 4.936 5.873 1.943  0.00
H 3.427 5.502 2.782  0.00
H 3.397 6.460 1.294  0.00
H 4.881 2.043 -0.654  0.00
H 1.300 4.528 1.828  0.00
H 0.845 4.747 0.243  0.00
C 4.418 -5.351 0.498  0.00
C 4.050 -4.514 -0.726  0.00
C 3.626 -5.363 -1.924  0.00
C 2.299 -6.058 -1.642  0.00
C 1.268 -5.038 -1.280  0.00
C -0.065 -5.259 -1.551  0.00
C -1.019 -4.299 -1.224  0.00
F -2.302 -4.543 -1.487  0.00
C -0.664 -3.098 -0.661  0.00
C 0.686 -2.844 -0.398  0.00
C 1.057 -1.549 0.150  0.01
O 0.161 -0.678 0.289  0.14
C 2.437 -1.384 0.442  -0.02
C 3.331 -2.388 0.149  0.00
N 2.987 -3.552 -0.400  0.00
C 1.669 -3.816 -0.688  0.00
C 2.995 -0.061 0.944  0.01
O 4.141 0.230 0.645  0.02
O 2.203 0.676 1.627  0.03
H 5.207 -6.043 0.216  0.00
H 3.574 -5.921 0.876  0.00
H 4.784 -4.719 1.302  0.00
H 4.928 -3.924 -1.014  0.00
H 4.403 -6.095 -2.147  0.00
H 3.515 -4.718 -2.800  0.00
H 2.411 -6.768 -0.818  0.00
H 1.973 -6.634 -2.510  0.00
H -0.384 -6.187 -2.000  0.00
H -1.412 -2.364 -0.404  0.00
H 4.385 -2.216 0.330  0.00
C -2.054 3.415 2.982  -0.01
Ge -1.807 2.212 1.406  0.09
C -3.050 0.635 1.862  0.01
C -2.442 -0.575 2.125  0.01
C -3.214 -1.638 2.573  0.00
C -4.580 -1.482 2.722  0.00
C -5.177 -0.263 2.455  0.00
C -4.413 0.806 2.005  0.02
C -2.868 2.968 -0.138  0.07
C -3.508 4.176 0.055  0.03
C -4.186 4.800 -0.993  0.01
C -4.288 4.180 -2.216  0.07
C -3.691 2.925 -2.441  -0.02
C -3.791 2.263 -3.683  0.02
C -3.249 1.014 -3.869  0.00
C -2.533 0.405 -2.834  0.01
C -2.388 1.042 -1.624  0.01
C -2.963 2.302 -1.383  0.00
H -3.103 3.506 3.256  0.00
H -1.646 4.408 2.807  0.00
H -1.530 2.979 3.829  0.00
H -1.373 -0.692 2.007  0.00
H -2.735 -2.580 2.796  0.00
H -5.184 -2.320 3.038  0.00
H -6.240 -0.129 2.592  0.00
H -4.888 1.755 1.798  0.00
H -3.468 4.664 1.018  0.00
H -4.640 5.765 -0.827  0.00
H -4.860 4.636 -3.011  0.00
H -4.286 2.769 -4.499  0.00
H -3.361 0.503 -4.813  0.00
H -2.097 -0.571 -2.986  0.00
H -1.836 0.566 -0.819  0.02

Cartesian forces (eV/Å) of the 2 atoms listed first:
Ir 3.22 -2.05 -1.86
C 0.07 0.15 0.14

Properties
Multiplicity ... 2
Orbital gap (alpha / beta) ... 0.14712 / 0.14472 hartree
Molecular weight ... 874.55 g mol⁻¹
Lowest unoccupied orbital energy (alpha / beta) ... -8.946 / -8.812 eV
Total charge ... +2

***

Density functional theory data (ωB97M-V/def2-TZVPD) for a 2-piece molecular cluster, C12H19N4 overall in a non-equilibrium geometry.

Last column: natural (NBO) charge in e.
CARTESIAN COORDINATES (ANGSTROEM)
C 2.998 -0.447 0.492  -0.22
C 3.036 0.965 -0.033  -0.64
C 0.947 -1.596 1.292  0.69
N 1.702 -1.143 0.279  -0.58
N 1.294 -1.521 2.571  -0.76
N -0.154 -2.270 0.979  -0.75
H 3.751 -1.077 0.016  0.22
H 3.268 -0.460 1.546  0.19
H 2.792 1.735 0.688  0.23
H 2.418 1.157 -0.899  0.22
H 1.134 -0.707 -0.436  0.44
H 2.022 -0.906 2.889  0.42
H 0.935 -2.135 3.284  0.43
H -0.375 -2.419 0.004  0.43
H -0.805 -2.724 1.601  0.43
H 4.057 1.200 -0.317  0.24
C 0.637 0.669 -2.984  -0.63
C -1.856 0.157 -0.240  0.12
C -0.682 0.786 -0.703  -0.08
C -0.425 0.232 -2.022  -0.14
C -1.420 -0.647 -2.282  -0.02
C -2.049 1.644 1.585  -0.20
C -2.530 0.541 0.918  -0.24
C -0.897 2.303 1.127  -0.22
C -0.194 1.895 0.017  -0.23
N -2.238 -0.766 -1.175  -0.54
H -2.558 2.067 2.436  0.23
H -3.419 0.019 1.259  0.22
H -0.574 3.182 1.667  0.22
H 0.662 2.436 -0.348  0.22
H -3.071 -1.330 -1.156  0.42
H -1.660 -1.192 -3.180  0.23
H 0.531 0.332 -4.008  0.24
H 1.607 0.345 -2.614  0.20
H 0.704 1.760 -2.997  0.23

Cartesian forces (eV/Å) of the 2 atoms listed first:
C -0.10 -0.71 0.01
C 0.59 0.64 -0.07

Properties
Relative energy (zero: lowest compared OMol25 entry of this formula, charge and spin) ... 29.43 kJ/mol
Orbital gap ... 0.31130 hartree
Molecular weight ... 219.31 g mol⁻¹
Lowest unoccupied orbital energy ... -2.602 eV
Total charge ... +1

***

Density functional theory data (ωB97M-V/def2-TZVPD) for C23H60F9O19S13Zn2 as an isolated structure in a non-equilibrium geometry.

Last column: Mulliken charge in e.
CARTESIAN COORDINATES (ANGSTROEM)
Zn 4.596 20.327 11.084  0.81
Zn 3.318 17.181 6.909  0.54
C 7.651 18.417 7.918  0.38
F 8.444 19.154 8.698  -0.17
F 7.973 18.405 6.680  -0.18
F 7.672 17.176 8.357  -0.27
S 5.816 19.176 7.963  1.17
O 4.927 18.064 7.542  -0.28
O 5.492 19.638 9.334  -0.99
O 5.797 20.346 7.069  -0.71
C 7.949 18.153 12.837  0.54
F 8.321 18.418 11.601  -0.19
F 8.579 17.069 13.170  -0.19
F 8.348 19.227 13.567  -0.23
S 6.034 17.906 12.855  0.82
O 5.572 19.172 12.260  -0.04
O 5.857 16.824 11.918  -0.49
O 5.558 17.762 14.226  -0.67
C 1.712 16.814 10.929  0.02
F 1.174 15.971 10.081  -0.11
F 0.848 17.052 11.944  -0.09
F 2.839 16.269 11.429  -0.13
S 2.082 18.407 9.897  0.00
O 0.837 19.111 9.802  -0.41
O 3.157 19.089 10.650  0.16
O 2.475 17.970 8.534  0.46
C 4.869 14.239 9.938  -0.73
S 4.541 14.192 8.099  0.26
O 3.823 15.530 7.738  -0.13
C 6.289 14.314 7.578  -0.59
H 5.475 13.370 10.196  0.56
H 4.019 14.470 10.580  0.08
H 5.638 14.964 10.206  0.21
H 6.943 13.580 8.049  0.42
H 6.734 15.297 7.736  -0.05
H 6.329 14.194 6.495  0.39
C -4.971 19.795 11.384  -1.16
S -3.219 20.269 11.255  0.75
O -3.051 21.471 12.259  -0.73
C -2.447 18.830 12.074  -0.52
H -5.560 20.705 11.266  0.36
H -5.204 19.441 12.388  0.38
H -5.239 19.008 10.680  0.33
H -3.001 17.980 11.675  0.13
H -2.700 19.025 13.116  0.49
H -1.394 18.767 11.801  -0.01
C 1.364 24.047 12.633  -0.75
S -0.071 23.601 11.590  0.44
O 0.003 24.392 10.261  -0.66
C 0.548 21.950 11.137  0.56
H 1.168 23.524 13.569  0.27
H 1.368 25.123 12.811  0.52
H 2.317 23.798 12.166  -0.01
H 0.765 21.309 11.991  0.19
H 1.353 22.139 10.427  -0.32
H -0.249 21.405 10.631  -0.47
C -3.848 14.214 8.039  -1.18
S -2.528 15.136 8.933  0.81
O -3.201 15.870 10.094  -0.64
C -1.678 13.625 9.612  -1.23
H -3.442 13.586 7.246  0.39
H -4.555 14.966 7.690  0.37
H -4.313 13.529 8.748  0.38
H -1.409 12.994 8.765  0.39
H -2.354 13.152 10.324  0.45
H -0.703 13.716 10.092  0.26
C 1.028 14.098 7.046  -0.74
S 0.418 15.627 6.441  0.74
O 1.527 16.709 6.527  -0.09
C 0.031 15.408 4.637  -1.20
H 1.494 14.287 8.013  -0.03
H 1.778 13.603 6.430  0.39
H 0.259 13.341 7.200  0.40
H -0.733 14.635 4.554  0.42
H 0.913 15.065 4.096  0.38
H -0.257 16.323 4.120  0.32
C 1.607 19.392 3.521  -0.93
S 2.411 20.046 5.031  0.35
O 2.940 18.878 5.897  -0.41
C 3.917 20.699 4.184  -1.13
H 0.725 18.931 3.965  0.12
H 2.175 18.583 3.061  0.36
H 1.436 20.264 2.890  0.46
H 3.597 21.424 3.436  0.49
H 4.572 19.987 3.682  0.37
H 4.428 21.255 4.970  0.27
C 5.304 21.796 14.417  -1.01
S 3.548 21.884 13.779  0.29
O 3.481 20.901 12.591  0.11
C 2.763 20.784 15.100  -0.99
H 5.449 22.270 15.388  0.46
H 6.009 22.269 13.734  0.36
H 5.746 20.799 14.410  0.22
H 1.687 20.911 14.985  0.30
H 2.976 21.164 16.099  0.47
H 3.160 19.806 14.828  0.28
C -1.747 18.567 7.352  -0.72
S -1.423 20.000 6.229  0.61
O -2.797 20.307 5.641  -0.73
C -1.004 21.136 7.624  -0.46
H -2.718 18.662 7.839  0.50
H -0.919 18.425 8.047  -0.04
H -1.860 17.724 6.671  0.31
H -0.685 22.136 7.329  0.52
H -0.270 20.600 8.227  -0.45
H -1.820 21.202 8.343  0.39
C -3.860 15.436 14.315  -0.79
S -2.078 15.870 14.745  0.50
O -1.698 14.948 15.910  -0.66
C -1.270 15.137 13.305  -0.74
H -3.976 15.730 13.272  0.14
H -4.522 16.033 14.942  0.36
H -4.211 14.404 14.318  0.35
H -1.659 14.130 13.153  0.41
H -0.193 15.154 13.472  0.35
H -1.374 15.781 12.432  0.06
C 2.203 22.542 7.743  -0.78
S 3.838 22.565 8.650  0.50
O 3.629 21.806 9.975  -0.41
C 3.611 24.297 9.331  -0.87
H 2.466 22.836 6.727  0.68
H 1.398 23.216 8.035  0.40
H 1.919 21.490 7.706  -0.23
H 2.629 24.289 9.803  0.05
H 3.524 25.051 8.549  0.39
H 4.274 24.576 10.150  0.34

Cartesian forces (eV/Å) of the 2 atoms listed first:
Zn -0.19 0.15 -0.99
Zn 0.30 1.00 0.20

Properties
Orbital gap ... 0.28659 hartree
Molecular weight ... 1359.35 g mol⁻¹
Lowest unoccupied orbital energy ... -2.422 eV
Total charge ... +1

***

Density functional theory data (ωB97M-V/def2-TZVPD) for a 3-piece molecular cluster, C23H49BFN3O5S overall in a non-equilibrium geometry.

Last column: Mulliken spin population.
CARTESIAN COORDINATES (ANGSTROEM)
C 5.102 0.043 -1.166  0.00
C 5.025 1.092 -2.359  0.00
C 3.493 1.121 -2.820  0.00
N 2.868 2.276 -2.151  0.00
B 1.786 1.958 -1.178  0.00
O 1.589 2.921 -0.135  0.00
C 0.797 0.707 -1.200  0.00
C 0.123 0.418 -2.600  0.01
S 2.500 3.545 -3.201  0.00
O 3.661 4.463 -3.217  0.00
O 2.087 3.126 -4.548  0.00
F 1.247 4.425 -2.587  0.00
H 5.198 -0.980 -1.575  0.00
H 4.162 0.144 -0.578  0.00
H 5.933 0.334 -0.494  0.00
H 5.277 2.088 -1.941  0.00
H 5.683 0.808 -3.204  0.00
H 3.519 1.174 -3.928  0.00
H 3.080 0.132 -2.549  0.00
H 0.788 3.422 -0.321  0.00
H 0.036 0.790 -0.393  0.00
H 1.402 -0.202 -0.931  0.00
H 0.818 -0.223 -3.183  0.00
H -0.787 -0.204 -2.447  0.00
H -0.102 1.368 -3.125  0.00
C 0.196 -6.770 -2.279  0.01
C 0.519 -5.273 -2.054  0.03
C 0.460 -4.955 -0.551  0.02
C -0.964 -4.915 -0.004  -0.02
C -1.836 -3.974 -0.829  0.02
C -1.802 -4.283 -2.333  0.02
N -0.414 -4.425 -2.850  0.36
O 0.109 -3.219 -2.932  0.56
C -2.613 -5.564 -2.622  0.01
C -2.586 -3.190 -3.082  -0.01
C 1.972 -5.128 -2.538  0.00
H -0.543 -7.162 -1.582  0.00
H -0.151 -6.952 -3.298  -0.01
H 1.083 -7.388 -2.133  0.00
H 0.930 -3.984 -0.361  0.00
H 1.045 -5.691 0.006  0.00
H -1.399 -5.919 0.011  0.00
H -0.948 -4.581 1.037  0.00
H -2.866 -4.020 -0.464  0.00
H -1.499 -2.946 -0.654  0.00
H -2.516 -5.861 -3.669  -0.01
H -3.674 -5.400 -2.426  0.00
H -2.335 -6.413 -2.002  0.00
H -2.188 -2.190 -2.902  0.00
H -3.625 -3.176 -2.752  0.00
H -2.581 -3.372 -4.159  0.00
H 2.053 -5.350 -3.605  0.00
H 2.620 -5.823 -2.002  0.00
H 2.377 -4.131 -2.363  0.00
C -0.264 4.093 5.359  0.01
C -0.302 3.333 4.011  0.02
C -0.044 4.317 2.860  0.04
C -1.231 5.235 2.580  -0.02
C -2.507 4.424 2.374  0.02
C -2.790 3.444 3.521  0.04
N -1.601 2.618 3.864  0.33
O -1.457 1.708 2.922  0.57
C -3.279 4.218 4.763  0.01
C -4.004 2.574 3.143  -0.01
C 0.882 2.354 4.104  -0.01
H -0.663 5.104 5.296  0.00
H -0.807 3.549 6.135  -0.01
H 0.761 4.210 5.714  0.00
H 0.186 3.762 1.944  -0.01
H 0.840 4.922 3.077  0.00
H -1.364 5.952 3.396  0.00
H -1.029 5.834 1.687  0.00
H -3.354 5.105 2.250  0.00
H -2.421 3.874 1.430  0.00
H -3.387 3.553 5.623  -0.01
H -4.255 4.668 4.575  0.00
H -2.633 5.044 5.052  0.00
H -3.852 2.023 2.215  0.00
H -4.885 3.200 2.994  0.00
H -4.235 1.858 3.935  0.00
H 0.735 1.639 4.917  0.00
H 1.807 2.898 4.300  0.00
H 1.042 1.797 3.180  0.00

Cartesian forces (eV/Å) of the 2 atoms listed first:
C 0.14 1.22 -0.62
C -1.19 -0.79 1.06

Properties
Multiplicity ... 3
Orbital gap (alpha / beta) ... 0.33643 / 0.34781 hartree
Molecular weight ... 509.54 g mol⁻¹
Lowest unoccupied orbital energy (alpha / beta) ... 0.348 / -0.067 eV
Total charge ... 0

***

Density functional theory data (ωB97M-V/def2-TZVPD) for C9H4Cl2ErN2O3Ru as an isolated structure in a non-equilibrium geometry.

Last column: Mulliken spin population.
CARTESIAN COORDINATES (ANGSTROEM)
Er 1.203 -5.332 -2.344  3.01
Ru 1.400 1.122 0.158  3.39
Cl -0.952 -5.617 -1.333  -0.01
Cl 2.833 0.124 -1.237  0.46
C 2.421 1.594 1.541  0.00
C 1.074 -7.588 -2.902  0.00
C 3.088 -6.360 -3.437  0.00
O 2.989 1.856 2.549  0.08
O 1.176 -8.697 -3.238  0.00
O 3.894 -7.008 -3.963  0.00
N -1.491 6.466 0.436  0.43
C -1.515 5.334 0.736  0.11
C -1.482 3.923 1.039  0.13
C -2.637 3.207 1.391  0.03
C -2.575 1.835 1.629  -0.02
C -1.345 1.205 1.452  0.19
N -0.280 1.898 0.992  -0.02
C -0.289 3.233 0.860  0.19
H -3.586 3.731 1.462  0.00
H -3.443 1.234 1.917  0.00
H -1.156 0.148 1.675  0.00
H 0.672 3.691 0.616  0.01

Cartesian forces (eV/Å) of the 2 atoms listed first:
Er -2.19 1.42 1.34
Ru -1.29 -2.80 -6.05

Properties
Multiplicity ... 9
Relative energy (zero: lowest compared OMol25 entry of this formula, charge and spin) ... 34.86 kJ/mol
Orbital gap (alpha / beta) ... 0.17537 / 0.19592 hartree
Molecular weight ... 527.38 g mol⁻¹
Lowest unoccupied orbital energy (alpha / beta) ... -14.841 / -17.212 eV
Total charge ... +4

***

- Among the records above, which one has the highest total charge?
  C9H4Cl2ErN2O3Ru

***

- Which of these has the highest molecular weight?
  C23H60F9O19S13Zn2